1.
Entry from the Open Molecules 2025 dataset: a structure of composition C21H61N15O13Zn (ωB97M-V/def2-TZVPD).

The geometry in XYZ format:
```
111
Properties=species:S:1:pos:R:3:mulliken_charge:R:1
Zn 0.89 -2.37 0.93 2.165
C 1.47 -0.02 0.31 0.791
O 0.51 -0.30 1.12 0.178
O 1.88 -1.09 -0.30 -1.237
O 1.96 1.13 0.10 -1.537
C 5.09 0.11 -1.72 0.407
O 6.16 0.09 -2.33 -0.748
N 4.29 1.20 -1.59 -0.155
N 4.57 -1.01 -1.13 -0.046
H 4.63 2.01 -2.08 0.186
H 3.42 1.24 -1.06 0.133
H 5.20 -1.79 -1.11 0.233
H 3.56 -1.08 -0.98 -0.194
C 1.79 -0.69 5.30 0.524
O 1.71 -1.59 6.14 -0.724
N 2.90 0.11 5.17 -0.206
N 0.79 -0.37 4.44 -0.196
H 3.72 -0.04 5.72 0.192
H 2.94 0.75 4.40 0.134
H 0.07 -1.05 4.30 0.124
H 1.00 0.21 3.64 0.129
C 2.23 -4.46 -1.02 0.506
O 1.50 -4.04 -0.12 -0.686
N 2.83 -3.65 -1.92 -0.224
N 2.45 -5.79 -1.24 -0.452
H 2.69 -2.66 -1.77 0.109
H 3.30 -3.94 -2.75 0.176
H 2.81 -6.18 -2.08 0.154
H 2.29 -6.42 -0.47 0.234
C 3.56 2.51 2.92 0.466
O 4.27 2.91 3.84 -0.701
N 4.04 2.21 1.69 -0.269
N 2.19 2.37 3.03 -0.211
H 3.34 1.92 1.02 0.306
H 5.01 2.20 1.46 0.192
H 1.70 2.14 2.17 0.053
H 1.77 2.75 3.85 0.222
C -2.59 -0.20 2.84 0.435
O -1.98 -1.12 3.41 -0.810
N -2.12 0.57 1.87 0.217
N -3.86 0.12 3.27 -0.329
H -1.22 0.33 1.45 -0.172
H -2.62 1.34 1.44 0.220
H -4.23 -0.39 4.05 0.241
H -4.46 0.71 2.71 0.288
C 3.52 -2.28 2.76 0.257
O 2.51 -2.52 2.08 -0.775
N 4.29 -1.20 2.54 -0.214
N 3.84 -3.01 3.86 -0.420
H 4.11 -0.59 1.75 0.015
H 5.23 -1.22 2.89 0.204
H 3.08 -3.54 4.25 0.234
H 4.57 -2.74 4.49 0.174
C -0.02 4.52 -1.92 -0.760
O -1.18 3.72 -2.02 -0.542
C -1.05 2.47 -1.36 -0.475
C -2.30 1.63 -1.49 1.028
N -3.40 2.21 -0.72 -0.212
C -4.57 1.37 -0.85 -0.306
C -5.71 1.87 0.02 -0.957
O -5.44 1.85 1.42 -0.434
C -6.27 2.68 2.22 -0.864
H -0.23 5.37 -2.57 0.334
H 0.87 4.07 -2.40 0.180
H 0.25 4.72 -0.88 0.361
H -0.70 2.56 -0.32 0.453
H -0.19 1.98 -1.83 0.096
H -2.08 0.60 -1.21 -1.336
H -2.47 1.63 -2.58 0.584
H -3.61 3.12 -1.12 0.341
H -4.36 0.38 -0.42 0.031
H -4.90 1.20 -1.88 0.511
H -6.56 1.17 -0.06 0.392
H -6.12 2.85 -0.24 0.486
H -6.10 3.74 2.05 0.300
H -6.01 2.41 3.24 0.300
H -7.31 2.52 1.93 0.343
C 0.73 3.84 -6.00 -1.581
C -0.45 2.88 -5.86 0.327
C -0.05 1.53 -5.29 -0.142
O -1.17 0.65 -5.39 -0.397
C -1.04 -0.48 -4.55 -0.488
N -1.45 3.53 -4.96 -0.691
H 1.35 3.98 -5.11 0.222
H 0.40 4.84 -6.28 0.415
H 1.37 3.52 -6.82 0.430
H -0.93 2.69 -6.81 0.432
H 0.29 1.67 -4.26 -0.052
H 0.82 1.16 -5.84 0.472
H -1.20 -0.27 -3.50 0.013
H -0.08 -0.98 -4.66 0.382
H -1.82 -1.15 -4.92 0.325
H -2.20 2.84 -4.99 0.412
H -1.12 3.35 -4.01 0.046
C -2.24 -4.70 2.61 -1.552
C -1.21 -4.08 1.69 0.033
C -1.88 -3.33 0.52 -0.556
O -0.87 -2.62 -0.21 -0.119
C -1.44 -1.66 -1.10 -0.698
N -0.36 -3.08 2.41 -0.022
H -2.69 -5.56 2.13 0.455
H -2.99 -3.95 2.87 0.299
H -1.74 -5.09 3.50 0.397
H -0.51 -4.81 1.28 0.544
H -2.61 -2.66 0.99 0.225
H -2.37 -4.09 -0.10 0.313
H -2.17 -1.00 -0.64 0.287
H -1.82 -2.24 -1.94 0.257
H -0.66 -0.98 -1.44 0.020
H -1.02 -2.40 2.85 0.189
H 0.00 -3.58 3.22 0.352
```

Computed properties:
relative energy (zero: lowest compared OMol25 entry of this formula, charge and spin) = 0.00 kJ/mol
total charge = 0



2.
Entry from the Open Molecules 2025 dataset: a structure of composition C15H33CdO14 (ωB97M-V/def2-TZVPD).

The geometry in XYZ format:
```
63
Properties=species:S:1:pos:R:3:mulliken_charge:R:1
Cd 15.51 11.49 25.38 0.714
C 9.30 8.86 25.73 -0.858
C 10.53 9.84 25.47 -0.099
O 11.77 9.72 26.07 -0.265
H 9.04 8.72 26.78 0.324
H 9.46 7.93 25.20 0.300
H 8.39 9.25 25.28 0.335
H 10.06 10.82 25.51 0.281
H 10.71 9.93 24.40 0.263
C 8.96 15.19 29.46 -0.264
C 10.27 15.65 29.97 -0.244
O 10.09 17.04 30.09 -0.319
C 8.87 17.39 29.70 0.647
O 8.47 18.52 29.74 -0.505
O 8.12 16.30 29.41 -0.319
H 8.51 14.44 30.11 0.281
H 9.19 14.69 28.52 0.200
H 11.12 15.38 29.34 0.282
H 10.27 15.11 30.92 0.239
C 7.00 6.78 33.15 -0.235
C 7.95 5.56 32.96 -0.272
O 8.55 5.39 34.21 -0.320
C 8.11 6.29 35.06 0.680
O 8.59 6.51 36.15 -0.534
O 7.33 7.18 34.43 -0.330
H 5.99 6.37 33.10 0.251
H 7.10 7.46 32.30 0.276
H 8.71 5.66 32.18 0.237
H 7.35 4.70 32.68 0.250
C 4.26 5.04 23.75 -0.347
C 5.41 4.73 22.80 -0.181
O 6.29 4.09 23.72 -0.337
C 5.80 4.23 25.06 0.669
O 6.42 4.01 26.10 -0.569
O 4.61 4.63 25.04 -0.286
H 3.28 4.75 23.38 0.343
H 4.28 6.13 23.75 0.229
H 5.83 5.60 22.29 0.234
H 5.01 4.01 22.08 0.244
O 16.53 7.50 29.33 -0.638
H 15.81 8.07 29.60 0.315
H 16.29 6.64 29.67 0.324
O 11.76 7.38 29.99 -0.629
H 11.30 7.88 29.32 0.295
H 12.04 6.58 29.54 0.333
C 8.75 12.40 20.40 -0.969
C 9.60 13.70 20.69 -0.211
O 9.08 14.72 19.89 -0.505
H 8.52 12.27 19.35 0.334
H 7.77 12.47 20.89 0.268
H 9.17 11.46 20.76 0.265
H 10.62 13.60 20.31 0.239
H 9.70 13.95 21.75 0.280
H 9.12 14.38 18.99 0.299
C 13.65 4.65 23.18 -1.085
C 13.21 4.24 24.55 -0.095
O 13.58 5.30 25.50 -0.495
H 13.69 3.79 22.52 0.330
H 14.66 5.07 23.20 0.320
H 13.03 5.46 22.81 0.308
H 13.80 3.44 24.99 0.260
H 12.12 4.12 24.56 0.208
H 13.49 6.17 25.10 0.250
```

Computed properties:
total charge = +1



Number 1: frontier orbital gap 8.44 eV, electronic energy -120161.9519 eV. Number 2: frontier orbital gap 2.37 eV, electronic energy -49301.9628 eV.